No. 1
{"formula": "C27H18F3N6O2RuS2", "method": "ωB97M-V with the def2-TZVPD basis set", "total_charge": -2, "orbital_gap_ha": [0.17933, 0.23079], "lumo_ev": [4.41, 3.92], "spin_multiplicity": 6, "elements": ["Ru", "C", "C", "S", "C", "C", "S", "H", "H", "H", "H", "H", "H", "C", "C", "C", "C", "N", "C", "C", "C", "C", "C", "C", "C", "H", "H", "H", "H", "H", "H", "H", "H", "N", "C", "C", "C", "C", "N", "C", "C", "H", "H", "H", "H", "F", "C", "F", "F", "C", "O", "O", "N", "C", "C", "C", "N", "C", "N"], "xyz": [[-0.163423, -0.547732, 0.469651], [-2.367598, 0.977706, 4.240118], [-1.979141, 0.286521, 2.947083], [-0.493190, -0.604772, 2.998422], [-2.790956, 0.369974, 1.854725], [-4.103187, 1.113918, 1.861237], [-2.416365, -0.430585, 0.361678], [-1.584573, 0.837348, 4.982330], [-3.300817, 0.575497, 4.646431], [-2.510267, 2.052524, 4.096312], [-4.397233, 1.445873, 2.856711], [-4.898470, 0.475144, 1.468707], [-4.054640, 1.991667, 1.210873], [3.890442, -1.134580, -1.046167], [4.614876, -0.032446, -0.627893], [4.036081, 0.853068, 0.256940], [2.736430, 0.625533, 0.707421], [2.032868, -0.433117, 0.278756], [2.600746, -1.287502, -0.579015], [2.152849, 1.569675, 1.688975], [2.967783, 2.004828, 2.735742], [2.517395, 2.917065, 3.673434], [1.228672, 3.423005, 3.561216], [0.405764, 3.003028, 2.536408], [0.848940, 2.069557, 1.602273], [4.289004, -1.849382, -1.752069], [5.613779, 0.149448, -1.005463], [4.552405, 1.747127, 0.573828], [1.975475, -2.103646, -0.910697], [3.967500, 1.596472, 2.819722], [3.164171, 3.227624, 4.484246], [0.858320, 4.139366, 4.284419], [-0.606533, 3.374200, 2.450354], [0.449282, -7.840772, -1.181036], [0.320660, -6.711882, -0.923825], [0.170325, -5.357683, -0.610687], [-0.382070, -4.412478, -1.535019], [-0.504183, -3.102234, -1.187422], [-0.109326, -2.603087, 0.024028], [0.403217, -3.500194, 0.919853], [0.558516, -4.825780, 0.658691], [-0.704103, -4.730482, -2.517290], [-0.894964, -2.370277, -1.881190], [0.676310, -3.087563, 1.884565], [0.969261, -5.473732, 1.421762], [1.865222, 1.063954, -4.833595], [1.074907, 0.211933, -4.154784], [1.567463, -1.029025, -4.395919], [-0.135724, 0.262842, -4.742461], [1.014244, 0.496486, -2.613257], [1.790061, 1.345832, -2.184291], [0.191533, -0.248605, -2.037273], [-0.045605, 1.582050, 0.621910], [-0.910331, 2.329362, 0.062608], [-1.226403, 3.640351, -0.196631], [-0.305502, 4.696733, 0.044628], [0.436389, 5.557703, 0.251447], [-2.503974, 3.980490, -0.710307], [-3.541917, 4.261611, -1.130965]], "forces_ev_per_angstrom": [[0.3, 0.1, 0.0], [0.0, 0.0, 0.0], [-0.2, 0.1, 0.0], [0.1, -0.1, -0.1], [0.0, 0.1, 0.1], [0.0, 0.0, 0.0], [-0.1, -0.1, 0.0], [0.0, 0.0, 0.0], [0.0, 0.0, 0.0], [0.0, 0.0, 0.0], [0.0, 0.0, 0.0], [0.0, 0.0, 0.0], [0.0, 0.0, 0.0], [0.0, 0.0, 0.0], [0.1, 0.0, 0.0], [-0.1, -0.1, 0.0], [0.0, -0.1, 0.0], [-0.1, 0.1, 0.0], [0.1, 0.0, 0.0], [0.0, 0.0, 0.1], [-0.1, 0.0, 0.0], [0.0, 0.0, 0.0], [0.0, 0.0, 0.0], [0.0, -0.1, 0.0], [0.1, 0.0, 0.1], [0.0, 0.0, 0.0], [0.0, 0.0, 0.0], [0.0, 0.0, 0.0], [0.0, 0.0, 0.0], [0.0, 0.0, 0.0], [0.0, 0.0, 0.0], [0.0, 0.0, 0.0], [0.0, 0.0, 0.0], [0.0, 0.0, 0.0], [0.0, -0.1, 0.0], [0.0, 0.0, 0.0], [0.0, 0.1, 0.0], [0.0, 0.0, -0.1], [0.0, 0.0, 0.0], [0.0, 0.0, 0.1], [0.0, 0.1, 0.0], [0.0, 0.0, 0.0], [0.0, 0.0, 0.0], [0.0, 0.0, 0.0], [0.0, 0.0, 0.0], [0.0, 0.0, 0.0], [0.0, 0.0, 0.0], [0.0, 0.0, 0.0], [-0.1, 0.0, 0.0], [0.1, 0.0, -0.1], [0.0, 0.1, 0.0], [-0.1, 0.0, 0.0], [0.0, 0.0, -0.1], [-0.1, -0.3, 0.0], [0.1, 0.1, 0.1], [0.1, 0.2, 0.0], [0.0, 0.0, 0.0], [-0.2, 0.0, -0.2], [0.0, 0.1, 0.1]], "mulliken_spin": [2.24, -0.02, 0.04, 0.37, 0.05, -0.02, 0.32, 0.00, 0.01, 0.00, 0.00, 0.00, 0.00, -0.02, 0.01, -0.01, 0.00, -0.04, 0.04, 0.04, 0.00, -0.01, 0.01, -0.01, 0.02, 0.00, 0.00, 0.00, -0.01, 0.00, 0.00, 0.00, 0.00, 0.19, 0.00, 0.27, 0.05, 0.07, 0.25, 0.07, 0.04, 0.01, 0.02, 0.01, 0.01, 0.00, 0.02, 0.00, 0.00, -0.01, 0.00, 0.02, 0.12, 0.60, 0.07, 0.05, 0.02, 0.10, 0.00]}

***

No. 2
{"formula": "C16H13N5O4PdS", "method": "ωB97M-V with the def2-TZVPD basis set", "orbital_gap_ha": 0.32058, "lumo_ev": -0.07, "elements": ["Pd", "N", "C", "C", "C", "C", "C", "C", "S", "O", "O", "N", "C", "N", "C", "C", "C", "N", "H", "H", "H", "H", "H", "H", "H", "H", "H", "O", "C", "O", "C", "C", "C", "C", "C", "N", "H", "H", "H", "H"], "xyz": [[1.089425, -0.618965, 0.023813], [1.758042, -2.161772, -7.926666], [1.719178, -2.141936, -6.552172], [1.951857, -0.946932, -5.854087], [1.959989, -0.933659, -4.477992], [1.739223, -2.113221, -3.777618], [1.510556, -3.306463, -4.450683], [1.502124, -3.321176, -5.829069], [1.701937, -2.110795, -2.043370], [2.093415, -3.397790, -1.555523], [2.485547, -0.926288, -1.605958], [0.222557, -1.699609, -1.440953], [-0.664655, -0.981389, -2.247791], [-1.006365, 0.230084, -1.791039], [-1.854109, 0.931986, -2.527722], [-2.358579, 0.448902, -3.727746], [-1.959058, -0.818160, -4.087300], [-1.127960, -1.554872, -3.355292], [1.661687, -1.285826, -8.409562], [1.340763, -2.948371, -8.392703], [2.138565, -0.032645, -6.403983], [2.146215, -0.012097, -3.941278], [1.343839, -4.210895, -3.882116], [1.333380, -4.250210, -6.359600], [-2.134026, 1.908580, -2.148933], [-3.038012, 1.022017, -4.340988], [-2.323263, -1.280839, -4.998811], [1.808292, 0.837705, 3.684170], [1.457651, 0.311161, 2.645506], [1.972871, 0.465078, 1.477187], [0.260995, -0.631949, 2.699454], [-0.380600, -0.952619, 3.877575], [-1.447635, -1.838016, 3.833242], [-1.834237, -2.370869, 2.612612], [-1.150265, -2.005115, 1.468086], [-0.129739, -1.150551, 1.526955], [-0.020827, -0.502555, 4.791428], [-1.969576, -2.113294, 4.739913], [-2.655850, -3.068794, 2.535300], [-1.389980, -2.388412, 0.485666]], "forces_ev_per_angstrom": [[0.0, -0.2, 0.4], [0.0, 0.0, 0.0], [0.0, 0.1, 0.1], [0.0, -0.1, -0.1], [0.0, 0.1, 0.1], [0.0, 0.0, 0.0], [0.0, 0.0, -0.1], [0.0, 0.0, 0.0], [-0.3, 0.0, 0.0], [-0.1, 0.2, -0.1], [0.3, 0.1, 0.1], [0.2, -0.4, -0.3], [0.0, 0.2, 0.1], [0.0, 0.0, 0.1], [-0.1, -0.1, -0.2], [-0.1, 0.3, 0.1], [0.1, -0.3, -0.1], [0.0, 0.0, 0.0], [0.0, 0.0, 0.0], [0.0, 0.0, 0.0], [0.0, 0.0, 0.0], [0.0, 0.0, 0.0], [0.0, 0.0, 0.0], [0.0, 0.0, 0.0], [0.0, 0.0, 0.0], [0.0, 0.0, 0.0], [0.0, 0.0, 0.0], [0.1, 0.0, -0.2], [-0.2, 0.1, 0.6], [0.1, -0.2, -0.3], [0.1, 0.0, -0.2], [-0.1, -0.1, 0.0], [0.1, 0.1, 0.0], [-0.1, -0.1, -0.1], [0.0, 0.1, 0.0], [0.0, 0.3, 0.1], [0.0, 0.0, 0.0], [0.0, 0.0, 0.0], [0.0, 0.0, 0.0], [0.0, 0.0, 0.0]], "mulliken_charge": [0.56, -0.53, 1.10, -0.80, -0.25, -0.33, -0.49, -0.78, 1.80, -0.68, -0.78, -0.25, 0.55, -0.37, -0.20, -0.57, -0.18, -0.44, 0.22, 0.22, 0.30, 0.52, 0.44, 0.30, 0.44, 0.38, 0.45, -0.67, 0.64, -0.64, 0.34, -0.51, -0.17, -0.79, -0.30, -0.30, 0.49, 0.42, 0.40, 0.50]}

***

Table of energy relative to the best compared isomer or geometry (same formula, charge and spin) (kJ/mol), in record order: 18.60; 62.32